Entry 1:
Density functional theory data (ωB97M-V/def2-TZVPD) for C30H30AuBClFN4OP as an isolated structure.

Geometry as XYZ:
```
70
Properties=species:S:1:pos:R:3:forces:R:3
Au -1.316372 -0.022467 0.150512 0.18 -0.29 -0.09
Cl -1.338117 -0.593956 2.876611 0.07 0.01 -0.01
C 0.257238 -0.011933 3.289400 -0.10 -0.05 0.01
C 0.473393 0.385045 4.594139 0.06 0.01 -0.01
C 1.730873 0.855345 4.949948 -0.04 -0.01 0.02
C 2.745928 0.911943 4.008860 0.02 -0.01 -0.02
C 2.510641 0.500223 2.705221 -0.01 0.01 0.02
C 1.254108 0.033395 2.319189 0.11 0.00 0.01
P 0.947977 -0.520581 0.618107 -0.30 0.20 0.04
C 2.376718 0.006384 -0.315845 0.04 -0.09 -0.02
C 2.616425 1.369487 -0.476748 0.00 0.03 0.01
C 3.769684 1.791385 -1.108156 0.02 -0.01 -0.01
C 4.676813 0.854386 -1.594391 0.00 0.02 0.00
C 4.432023 -0.501572 -1.447195 -0.02 -0.01 0.00
C 3.280378 -0.933414 -0.801332 0.04 0.01 -0.05
C 0.874791 -2.316957 0.657935 0.03 -0.03 0.02
C 1.342749 -3.039975 1.751850 0.02 -0.04 -0.01
C 1.210124 -4.420844 1.769371 0.01 0.02 -0.01
C 0.612053 -5.075367 0.703081 0.00 0.00 -0.01
C 0.148972 -4.356231 -0.391826 0.00 -0.03 0.00
C 0.275843 -2.978981 -0.415932 0.00 -0.03 0.01
H -0.328862 0.327598 5.316775 0.00 0.00 0.00
H 1.910505 1.172976 5.968321 0.00 0.00 0.00
H 3.726850 1.272345 4.286948 0.00 0.00 0.00
H 3.310692 0.543004 1.979473 0.01 0.01 -0.01
H 1.894328 2.092924 -0.119502 0.00 -0.01 0.00
H 3.962144 2.849024 -1.231015 0.00 0.00 0.00
H 5.577396 1.187387 -2.093310 0.00 0.00 0.00
H 5.138105 -1.226827 -1.828293 0.00 0.00 0.00
H 3.095437 -1.992550 -0.677106 -0.01 0.00 0.02
H 1.803611 -2.532860 2.590052 0.00 0.01 0.00
H 1.567417 -4.983138 2.621342 0.00 0.00 0.00
H 0.495435 -6.150421 0.727622 0.00 0.00 0.00
H -0.328821 -4.869127 -1.215211 0.00 0.00 0.00
H -0.106227 -2.417404 -1.261708 0.01 0.01 0.01
B -4.319787 -3.571977 0.579839 0.10 0.15 -0.19
C -3.706457 -2.131355 0.465929 0.03 -0.11 0.23
N -3.239962 -1.068782 0.381789 -0.11 0.11 -0.08
H -4.860821 -3.783566 -0.484665 -0.06 0.03 0.01
H -3.363388 -4.301404 0.727709 -0.01 -0.01 0.09
H -5.081175 -3.545959 1.513031 0.00 -0.08 0.00
C -3.287677 0.013801 -5.207362 -0.01 0.05 -0.01
N -2.364708 0.263016 -4.116940 0.01 -0.02 0.03
C -1.018942 0.773550 -4.267316 -0.02 0.04 0.01
C -0.521688 0.762036 -2.830163 0.09 0.04 0.08
O 0.543683 1.171214 -2.450671 -0.03 0.00 0.01
N -1.513817 0.212201 -2.035000 -0.03 0.01 -0.05
C -2.574476 -0.057355 -2.835148 -0.03 -0.02 -0.07
N -3.719639 -0.559806 -2.410628 0.07 -0.10 -0.04
H -2.948533 0.568986 -6.077955 0.01 -0.02 0.00
H -4.284889 0.378857 -4.959011 0.00 -0.01 0.01
H -3.335276 -1.046072 -5.463880 0.00 0.00 0.00
H -0.999959 1.789179 -4.664944 -0.01 -0.01 -0.02
H -0.392362 0.133378 -4.891198 0.00 -0.01 0.00
H -3.793023 -0.881804 -1.449199 -0.02 0.08 0.02
H -4.422594 -0.846306 -3.069501 -0.02 0.01 0.01
F 2.339302 5.078990 1.410586 0.00 0.01 0.00
C 1.194186 4.401574 1.258106 0.01 0.01 -0.01
C 0.610803 4.354605 -0.000704 -0.01 -0.01 0.01
C -0.548615 3.629158 -0.162992 0.02 0.04 -0.03
C -1.152347 2.959121 0.927013 -0.04 -0.05 -0.01
C -2.342681 2.208513 0.761323 -0.12 0.25 0.06
C -0.529164 3.060503 2.193438 0.03 0.01 0.03
C 0.639539 3.770276 2.361850 -0.02 -0.02 -0.01
H 1.077073 4.878633 -0.824012 0.00 -0.01 0.00
H -1.011892 3.570948 -1.140221 0.00 -0.01 0.01
H -2.917961 2.311949 -0.151073 0.04 -0.04 -0.02
H -2.882556 1.860951 1.633408 0.02 -0.05 -0.01
H -0.992813 2.578934 3.045516 0.00 0.00 -0.01
H 1.122332 3.855762 3.325854 0.00 0.00 0.00
```
Positions in Å, forces in eV/Å.

Properties
Kohn-Sham gap (spin up / spin down) ... 7.829 / 6.325 eV
Total charge ... +1
2S+1 ... 3
ΔE to the lowest compared entry with this formula, charge and spin ... 39.3 kJ/mol
Maximum force ... 0.4 eV Å⁻¹

---

Entry 2:
Density functional theory data (ωB97M-V/def2-TZVPD) for C4H4O as an isolated structure at a distorted geometry.

Geometry as XYZ:
```
9
Properties=species:S:1:pos:R:3:forces:R:3
C 2.146897 -0.455155 0.760311 -0.65 0.15 -0.25
C 1.095419 -0.119472 0.272503 0.32 -0.30 0.00
C -0.141384 0.381924 -0.314534 0.85 1.29 0.00
C -1.757122 -0.168141 -0.044424 0.80 -0.20 -0.85
O -1.031776 0.891327 0.584387 0.03 0.07 0.38
H 3.071966 -0.745592 1.216162 -0.26 0.07 -0.15
H -0.044642 0.854035 -1.285774 -0.07 0.21 0.10
H -0.856645 -0.850421 -0.432344 -1.34 -1.00 0.73
H -2.332351 0.276499 -0.881357 0.33 -0.29 0.03
```
Positions in Å, forces in eV/Å.

Properties
Kohn-Sham gap ... 9.703 eV
ΔE to the lowest compared entry with this formula, charge and spin ... 541.7 kJ/mol
Maximum force ... 1.8 eV Å⁻¹

---

Entry 3:
Density functional theory data (ωB97M-V/def2-TZVPD) for a 2-piece molecular cluster, C2H6BrO2P overall at a distorted geometry.

Geometry as XYZ:
```
12
Properties=species:S:1:pos:R:3:forces:R:3
C -0.742210 -1.348519 0.307336 2.28 -1.36 -1.00
C 0.836269 1.374241 -0.895097 1.59 -1.02 3.55
O -3.025960 1.724866 0.962471 -1.01 1.07 1.03
O -1.748470 -0.537972 0.844912 -0.47 1.86 -0.07
P -2.151493 0.926637 0.148347 2.42 -2.75 -0.30
Br -3.051728 0.142998 -1.685254 -0.31 0.03 -0.74
H -0.090968 -1.763088 1.173072 -1.12 0.78 -1.39
H -0.015021 -0.768159 -0.433034 -1.79 -1.29 1.56
H -1.187916 -2.250868 -0.247956 0.53 1.42 0.73
H 1.171514 2.167246 -0.224328 -0.48 -0.05 -0.12
H 1.392363 0.430520 -0.655636 -0.83 0.97 -0.73
H 0.581527 1.664753 -1.836223 -0.80 0.35 -2.53
```
Positions in Å, forces in eV/Å.

Properties
Kohn-Sham gap (spin up / spin down) ... 8.504 / 7.780 eV
ΔE to the lowest compared entry with this formula, charge and spin ... 346.5 kJ/mol
Maximum force ... 4.0 eV Å⁻¹

---

Entry 4:
Density functional theory data (ωB97M-V/def2-TZVPD) for C18H28CeNO4P2 as an isolated structure at a distorted geometry.

Geometry as XYZ:
```
54
Properties=species:S:1:pos:R:3:forces:R:3
Ce 0.645925 0.771257 0.208066 1.41 -1.71 0.96
P -0.392156 -3.106939 0.297232 0.48 -3.30 -0.51
C -2.093855 -2.477337 0.060928 0.41 0.77 1.53
C -2.546936 -1.053669 -0.257848 0.64 0.24 0.14
N -1.738561 0.046434 -0.244684 -0.61 -0.38 -0.25
C -2.292215 1.250003 -0.548249 -0.37 0.10 0.13
C -3.650156 1.409978 -0.804385 0.47 0.36 -0.16
C -4.473250 0.294424 -0.812037 0.11 -0.14 0.11
C -3.900594 -0.937557 -0.532720 -0.42 -0.08 -0.15
C -1.391551 2.488039 -0.581426 -0.20 0.33 0.15
P -0.022871 2.504592 -1.885974 -0.69 0.80 -0.65
H -4.504305 -1.845512 -0.516266 0.09 0.30 -0.05
H -4.021804 2.415937 -1.002005 -0.04 -0.36 0.01
H -5.534943 0.384990 -1.027841 0.18 -0.03 0.07
H -1.978115 3.367624 -0.880620 -0.06 -0.28 0.39
H -1.002357 2.736459 0.439747 -0.21 0.08 -0.46
H -2.479953 -3.098781 -0.696293 -0.62 -0.89 -1.05
H -2.634260 -2.780613 0.978405 0.19 0.13 -0.31
H -1.186654 -4.369868 -5.075480 1.20 0.57 0.32
O -1.953876 -4.817199 -5.376373 -1.53 -0.27 0.05
H -2.682631 -4.433824 -4.857895 0.33 -0.31 -0.40
H 0.002593 -4.115743 -0.631843 -0.46 -0.17 -0.43
O 0.510907 -2.234269 -0.884480 0.35 3.69 0.00
H 0.164687 -2.300880 -1.787727 0.13 -0.39 0.25
C -0.983252 2.240413 -3.408199 0.10 -0.43 -0.35
H -1.419043 3.184882 -3.760134 0.10 -0.28 0.16
H -0.291105 1.855825 -4.169253 -0.29 0.13 0.05
H -1.778492 1.500599 -3.259275 0.20 0.09 -0.05
C 0.380895 4.277993 -2.015272 0.39 0.11 0.17
H 1.379769 4.350773 -2.467109 -0.27 0.14 0.10
H -0.344466 4.798540 -2.656117 0.19 -0.18 0.28
H 0.413739 4.750273 -1.024698 0.06 -0.08 -0.24
C 0.449738 -2.213147 1.642646 0.48 0.62 0.53
H 0.392715 -2.792442 2.573413 -0.01 0.20 -0.30
H 1.519515 -2.060286 1.426038 -0.32 0.04 0.03
H -0.049174 -1.246789 1.892352 0.17 -0.39 -0.16
C -0.706573 -4.684765 1.302188 -1.02 1.22 0.85
H 0.245513 -5.214767 1.430766 -0.10 0.26 -0.13
H -1.132095 -4.450126 2.286011 0.02 -0.41 0.08
H -1.396838 -5.338555 0.753770 0.20 0.16 0.01
O 2.716944 0.729065 1.321655 -0.84 0.40 0.27
C 2.259877 1.443969 2.299499 0.40 -0.21 0.17
O 1.016651 1.827822 2.225133 0.08 -0.31 -0.64
C 3.090967 1.783891 3.463844 -0.43 -0.19 -0.60
C 2.556768 2.579856 4.476740 0.17 0.17 0.42
C 3.344876 2.875985 5.589669 -0.07 -0.07 -0.17
C 4.650333 2.368860 5.678234 -0.22 -0.08 -0.30
C 5.170042 1.566860 4.651487 -0.14 -0.02 -0.14
C 4.386123 1.271747 3.535433 0.37 0.05 0.31
H 1.535996 2.948088 4.373070 0.32 -0.04 0.16
H 2.939934 3.499779 6.387669 0.16 -0.20 -0.23
H 5.263587 2.597294 6.551800 -0.20 -0.07 -0.28
H 6.183769 1.168967 4.717947 -0.32 0.15 0.03
H 4.750297 0.650363 2.717544 0.03 0.17 0.30
```
Positions in Å, forces in eV/Å.

Properties
Kohn-Sham gap (spin up / spin down) ... 7.405 / 7.450 eV
Total charge ... +2
2S+1 ... 2
ΔE to the lowest compared entry with this formula, charge and spin ... 113.6 kJ/mol
Maximum force ... 3.7 eV Å⁻¹